Entry 1:
Entry from the Open Molecules 2025 dataset: a cluster of 2 separate species, CH5S3 in total at a distorted geometry (the ωB97M-V functional and the def2-TZVPD basis).

Element x y z (Å)
S -1.5886 -0.9008 2.0070
H -1.1321 -0.3141 3.1404
C 1.1347 -0.2744 -1.2848
S 0.9996 1.1948 -0.1639
S -0.9427 1.7964 -0.5129
H 0.3107 -0.1103 -1.9733
H 2.1533 -0.3953 -1.6346
H 0.8226 -1.1623 -0.7163
H -1.7575 0.1659 1.1384

Values from the calculation:
LUMO level   3.5 eV
Net charge   -1
HOMO level   -2.4 eV
Spin multiplicity   1

---

Entry 2:
Entry from the Open Molecules 2025 dataset: a cluster of 4 separate species, C35H68BrFN2O12S4 in total at a distorted geometry (the ωB97M-V functional and the def2-TZVPD basis).

Element x y z (Å)
C -4.0284 1.0009 2.3739
C -4.4010 -0.0676 1.3389
C -4.0675 -1.4985 1.8036
Br -5.6832 -2.5895 1.5530
C -2.8197 -2.1138 1.1105
N -1.7752 -1.0785 1.0828
C -3.1034 -2.5147 -0.3432
C -1.8970 -2.7781 -1.2346
C -2.3575 -2.9614 -2.6922
C -2.2186 -1.6478 -3.4846
C -0.8499 -1.5470 -4.1731
C -0.3418 -0.1135 -4.3068
C 0.9959 -0.0347 -5.0581
C 1.8652 1.1672 -4.6702
C 2.6544 0.9420 -3.3806
C 3.1994 2.2615 -2.8090
C 2.4950 2.7612 -1.5545
O 2.1041 1.6956 -0.7204
C 1.5719 2.1694 0.4874
C -2.1815 -3.3102 1.8647
C -3.0768 -4.4139 2.4048
C -3.7543 -4.1982 3.7624
C -2.8945 -4.5109 4.9881
C -2.9794 -5.9575 5.4395
O -2.6429 -6.9024 4.4313
O -1.3204 -2.7818 2.9097
C 0.0094 -2.7835 2.6113
N 0.7548 -1.9272 3.5240
C 0.1308 -1.4128 4.4395
O -0.3497 -0.8847 5.3469
S 0.7331 -4.4740 2.7472
O 0.6693 -5.0808 1.4607
O 0.2516 -5.1341 3.9059
F 2.2163 -4.1007 3.0017
H -3.7256 1.9245 1.8904
H -3.2227 0.6838 3.0332
H -4.8813 1.2028 3.0145
H -5.4748 -0.0173 1.2032
H -3.9643 0.1372 0.3730
H -3.8403 -1.4376 2.8628
H -1.8826 -0.4670 0.2856
H -1.7666 -0.5406 1.9352
H -3.6678 -3.4463 -0.3156
H -3.7778 -1.7766 -0.7747
H -1.3746 -3.6743 -0.9062
H -1.1634 -1.9768 -1.2247
H -1.7138 -3.6977 -3.1655
H -3.3826 -3.3228 -2.7067
H -2.2763 -0.8139 -2.7906
H -2.9998 -1.5524 -4.2359
H -0.9190 -1.9535 -5.1810
H -0.1073 -2.1138 -3.6129
H -1.0888 0.4482 -4.8713
H -0.2437 0.3449 -3.3217
H 1.5367 -0.9596 -4.8596
H 0.7836 0.0121 -6.1240
H 2.5603 1.3416 -5.4858
H 1.2111 2.0346 -4.5709
H 2.0262 0.4136 -2.6721
H 3.5019 0.3146 -3.6452
H 3.0596 3.0228 -3.5664
H 4.2602 2.1947 -2.5938
H 3.2000 3.3866 -0.9971
H 1.6471 3.4107 -1.7953
H 2.3327 2.7030 1.0636
H 0.7230 2.8372 0.3185
H 1.2393 1.3123 1.0575
H -1.5324 -3.7731 1.1276
H -2.4637 -5.3078 2.5026
H -3.8126 -4.6354 1.6394
H -4.1783 -3.2064 3.8613
H -4.6072 -4.8780 3.8044
H -3.2689 -3.9164 5.8230
H -1.8565 -4.2333 4.8609
H -3.9646 -6.1717 5.8569
H -2.2649 -6.1036 6.2463
H -3.4308 -7.0714 3.9111
H 0.2154 -2.4456 1.5972
O 4.5706 3.0944 -5.6804
S 5.6040 3.8950 -5.0740
O 5.3728 4.6082 -3.8452
C 7.0824 2.8968 -4.9234
C 7.8120 3.1056 -6.2468
C 7.7094 4.6072 -6.5511
C 6.2508 5.0233 -6.3179
H 6.7952 1.8652 -4.7342
H 7.6553 3.2884 -4.0837
H 8.8470 2.7742 -6.1853
H 7.3213 2.5320 -7.0356
H 8.3635 5.1612 -5.8757
H 8.0214 4.8351 -7.5687
H 6.1583 6.0387 -5.9425
H 5.6440 4.9014 -7.2126
O -2.8975 1.0682 -1.7162
S -3.1330 2.4877 -1.8526
O -2.8553 3.3772 -0.7548
C -2.3151 3.0634 -3.3327
C -3.3564 2.8726 -4.4305
C -4.6897 3.3505 -3.8350
C -4.8158 2.7285 -2.4375
H -1.4040 2.4880 -3.4811
H -2.0754 4.1153 -3.1811
H -3.0906 3.4276 -5.3282
H -3.4246 1.8150 -4.6962
H -4.6845 4.4388 -3.7555
H -5.5350 3.0720 -4.4615
H -5.3361 3.3711 -1.7324
H -5.2923 1.7505 -2.4681
O 4.8347 1.9019 8.3784
S 3.4324 2.1621 8.1773
O 2.9069 3.4971 8.2964
C 2.9360 1.4508 6.6108
C 2.5263 0.0238 6.9593
C 1.7080 0.1236 8.2528
C 2.4819 1.0371 9.2130
H 3.7655 1.5150 5.9110
H 2.0901 2.0308 6.2428
H 1.9579 -0.4325 6.1562
H 3.4161 -0.5863 7.1282
H 0.7318 0.5591 8.0321
H 1.5357 -0.8548 8.6978
H 1.8296 1.6264 9.8514
H 3.1918 0.4810 9.8215

Values from the calculation:
LUMO level   0.3 eV
SMILES   CC[C@@H](Br)[C@](N)(CCCCCCCCCCCOC)[C@H](CCCCO)O[C@@H](N=C=O)S(=O)(=O)F.O=S1(=O)CCCC1.O=S1(=O)CCCC1.O=S1(=O)CCCC1
Net charge   0
HOMO level   -9.4 eV
Spin multiplicity   1

---

Entry 3:
Entry from the Open Molecules 2025 dataset: a cluster of 2 separate species, C5H12NS in total at a distorted geometry (the ωB97M-V functional and the def2-TZVPD basis).

Element x y z (Å)
C 2.0046 0.2639 1.0816
C 1.3762 0.8588 0.1181
C 1.3534 2.2007 -0.4570
C -1.7804 -2.2327 0.5516
C -0.5692 -0.3635 -0.7794
N -1.0301 -0.8952 0.5416
S -1.7402 0.7391 -1.5758
H 2.0379 -0.7809 1.2423
H 2.6022 0.9964 1.6300
H 1.7087 2.1783 -1.4965
H 2.2714 2.7663 -0.0959
H 0.5233 2.7732 -0.1829
H -0.9257 -2.9859 0.2541
H -2.0554 -2.3008 1.5862
H -2.6249 -2.0276 -0.1594
H -0.1292 -1.1281 -1.5388
H -1.6069 -0.0717 1.0391
H -0.1987 -0.8186 1.1182
H -1.2172 0.8282 -2.8770

Values from the calculation:
LUMO level (alpha / beta)   -3.9 / -3.9 eV
Net charge   +1
HOMO level (alpha / beta)   -12.0 / -12.0 eV
Spin multiplicity   1

---

Entry 4:
Entry from the Open Molecules 2025 dataset: a structure of composition C3H5FLaO2 at a distorted geometry (the ωB97M-V functional and the def2-TZVPD basis).

Element x y z (Å)
La -0.5546 -1.1386 -0.5648
F -2.2746 0.7044 -0.8645
O 0.8704 -1.1566 1.2055
C 2.1104 -0.7480 0.8548
C 2.3961 -0.4302 -0.4364
O 1.5152 -0.7530 -1.4169
H 2.9040 -0.8071 1.6105
H 3.4293 -0.2168 -0.7400
C -2.4149 2.0971 -1.2989
H -1.4294 2.5679 -1.3306
H -2.8046 2.0472 -2.3184
H -3.1806 2.5218 -0.6455

Values from the calculation:
LUMO level   -5.0 eV
Net charge   +1
HOMO level   -10.7 eV
Spin multiplicity   1

---

Entry 5:
Entry from the Open Molecules 2025 dataset: the molecule C3H8FN3O at a distorted geometry (the ωB97M-V functional and the def2-TZVPD basis).

Element x y z (Å)
C -1.3376 1.5577 0.4604
N -0.3844 0.8284 -0.3398
O 0.7656 1.6540 -0.2976
C 0.0139 -0.4682 0.1626
C 1.4265 -0.7001 0.6328
F 2.3772 -0.5872 -0.3810
N -0.8181 -1.4399 0.1870
N -2.0827 -1.2360 -0.3261
H -2.3208 1.0920 0.5926
H -0.9993 1.7384 1.4756
H -1.4903 2.5371 0.0074
H 1.1557 1.4821 -1.1635
H 1.6252 -0.0471 1.4639
H 1.4003 -1.7226 1.0369
H -2.0828 -0.4333 -0.9257
H -2.4286 -1.9988 -0.8599

Values from the calculation:
LUMO level   1.0 eV
SMILES   CN(O)/C(CF)=N\N
Net charge   0
HOMO level   -8.8 eV
Spin multiplicity   1

---

Entry 6:
Entry from the Open Molecules 2025 dataset: a structure of composition C29H29F10N5S4Sc (the ωB97M-V functional and the def2-TZVPD basis).

Element x y z (Å)
Sc -0.0710 -0.8636 0.2325
C 2.4680 -1.7048 2.0601
N 0.9926 -1.7663 2.0536
C 0.5733 -3.1966 2.0852
C -0.7804 -3.4239 1.4404
N -0.7553 -2.7837 0.1213
C -1.5850 -3.2873 -0.8647
C -1.2545 -3.0589 -2.2019
F -0.1179 -2.3722 -2.4621
C -2.0216 -3.4832 -3.2660
F -1.6293 -3.2281 -4.5138
C -3.1923 -4.1815 -3.0284
F -3.9433 -4.6027 -4.0406
C -3.5699 -4.4224 -1.7178
F -4.7042 -5.0652 -1.4654
C -2.7899 -3.9720 -0.6644
F -3.2577 -4.1746 0.5763
C 0.4903 -0.9901 3.2198
C -0.9796 -0.6076 3.1366
N -1.2746 -0.2044 1.7673
C -2.4903 0.3447 1.4539
C -2.8233 0.4228 0.0996
F -1.8831 -0.1147 -0.7780
C -3.9598 0.9764 -0.4354
F -4.1490 0.9985 -1.7484
C -4.8975 1.5027 0.4395
F -6.0191 2.0487 -0.0182
C -4.6415 1.4441 1.8001
F -5.5274 1.9470 2.6491
C -3.4716 0.8876 2.2981
F -3.3005 0.9100 3.6274
H 2.8727 -2.1659 2.9667
H 2.8637 -2.2493 1.2021
H 2.7953 -0.6675 2.0115
H 1.3115 -3.7521 1.5062
H 0.6053 -3.5613 3.1168
H -0.9345 -4.5023 1.3594
H -1.5893 -3.0424 2.0668
H 0.6997 -1.5425 4.1420
H 1.0732 -0.0704 3.2352
H -1.6255 -1.4283 3.4660
H -1.1199 0.2038 3.8510
C -0.9946 3.5402 1.2339
C -0.0740 3.9752 2.3691
S 0.6635 2.5825 3.2501
C 2.4213 2.9826 3.2878
C 3.1176 3.2342 1.9558
S 2.9505 1.9017 0.7369
C 2.4533 2.8426 -0.7201
C 1.0994 3.5515 -0.6540
S -0.2760 2.5242 -0.0749
H -1.8108 2.9287 1.6236
H -1.4565 4.4240 0.7895
H 0.7151 4.6343 2.0089
H -0.6651 4.5669 3.0698
H 2.6020 3.8444 3.9336
H 2.8721 2.1264 3.7958
H 2.7461 4.1518 1.4995
H 4.1772 3.4005 2.1549
H 3.2213 3.5832 -0.9519
H 2.4772 2.1269 -1.5418
H 1.1590 4.4146 0.0087
H 0.8722 3.9480 -1.6447
N 3.6823 -1.0194 -5.7640
C 3.1670 0.1345 -5.3102
S 3.3460 1.5943 -6.0144
C 2.4350 0.0213 -4.0137
C 2.9960 -0.6408 -2.9264
C 2.3025 -0.6338 -1.7333
N 1.1012 -0.0724 -1.5825
C 0.5452 0.5324 -2.6443
C 1.1884 0.6238 -3.8608
H 4.1759 -1.0115 -6.6424
H 3.3970 -1.9081 -5.3877
H 3.9643 -1.1172 -2.9896
H 2.7435 -1.1004 -0.8574
H -0.4375 0.9605 -2.4958
H 0.7357 1.1517 -4.6876

Values from the calculation:
LUMO level   -3.4 eV
Net charge   +1
HOMO level   -10.4 eV
Spin multiplicity   1